No. 1
13
Properties=species:S:1:pos:R:3 method="wB97M-V/def2-TZVPD" relative_energy_kcal_mol=114.9
C -0.82838 0.20335 0.94628
C -0.39041 -1.06195 0.29850
O -1.34296 0.29308 -1.21561
C -0.51259 0.96748 -0.36062
C 0.93517 0.51183 -0.66465
O 1.72271 0.16161 0.44177
C 0.97475 -0.89892 -0.19205
H -1.89634 0.18559 1.16252
H -0.21877 0.48709 1.80682
H -0.88078 -2.03297 0.36192
H -0.57126 2.07013 -0.36582
H 1.45712 0.81013 -1.57213
H 1.55174 -1.69647 -0.64694



No. 2
82
Properties=species:S:1:pos:R:3 method="wB97M-V/def2-TZVPD" total_charge=-1 relative_energy_kcal_mol=6.0
B 0.20232 -0.07444 -0.41880
F -1.05498 0.15536 0.14069
F 0.74713 -1.05461 0.36000
F 0.13767 -0.61939 -1.71969
F 1.08400 0.98705 -0.40840
C -4.47569 -0.27433 0.23277
C -3.83046 -1.41712 -0.44148
C -4.74665 -2.37255 -1.18494
O -5.40497 -3.30434 -0.35695
C -6.48758 -3.89701 -1.10482
N -2.81375 -0.94449 -1.35620
H -3.85004 0.18795 0.99629
H -5.37935 -0.74598 0.61885
H -4.83528 0.57789 -0.34387
H -3.11611 -1.83889 0.26557
H -4.05319 -2.86171 -1.86899
H -5.40132 -1.86934 -1.89648
H -6.33080 -4.63575 -1.89080
H -7.05546 -3.04189 -1.47142
H -7.12393 -4.40782 -0.38215
H -2.23412 -1.73012 -1.61486
H -2.18488 -0.32654 -0.86349
C 3.36733 3.54019 -0.54850
C 3.85521 3.93964 0.82548
C 2.71623 4.25543 1.75835
O 1.71692 5.13815 1.24341
C 2.17162 6.40724 0.82847
N 4.64248 2.89829 1.33846
H 3.33221 2.45168 -0.59319
H 4.05923 3.75833 -1.36201
H 2.41182 3.92933 -0.90018
H 4.37428 4.89737 0.78782
H 3.07493 4.66219 2.70386
H 2.17558 3.35612 2.05336
H 1.26086 6.99389 0.70818
H 2.80005 6.57170 -0.04681
H 2.85949 6.72189 1.61328
H 4.28349 1.96067 1.22853
H 5.54117 2.83167 0.88237
C 2.12535 -1.82166 -4.43829
C 2.99062 -1.50139 -3.20860
C 3.07788 0.06483 -3.08455
O 3.71548 0.76394 -4.13873
C 3.51373 2.16961 -4.27477
N 2.36980 -2.07075 -2.04634
H 1.98505 -2.89753 -4.54285
H 2.60551 -1.30650 -5.27026
H 1.23101 -1.20000 -4.48079
H 3.97268 -1.94640 -3.36872
H 3.68144 0.32606 -2.21531
H 2.10655 0.48665 -2.82634
H 2.52093 2.32605 -4.69665
H 4.32325 2.47093 -4.93958
H 3.65003 2.62139 -3.29221
H 2.87696 -1.75189 -1.23319
H 1.49491 -1.57967 -1.93016
C -1.33980 -3.78577 4.33947
C -1.78923 -2.85669 3.22373
C -2.21914 -1.43092 3.67546
O -3.05641 -1.47364 4.87321
C -3.15353 -0.28319 5.51516
N -0.84144 -3.02672 2.13038
H -1.07836 -4.78724 3.99769
H -2.11711 -3.97268 5.08038
H -0.52397 -3.32206 4.89399
H -2.65859 -3.38717 2.83528
H -2.86927 -0.99862 2.91484
H -1.33883 -0.79475 3.76735
H -2.21585 -0.07019 6.02846
H -3.90707 -0.32565 6.30158
H -3.48685 0.48397 4.81626
H -0.76341 -4.00285 1.88303
H -1.01010 -2.51379 1.27682
O 3.32510 0.44142 1.28707
H 2.53709 0.66316 0.79098
H 3.48073 -0.48226 1.09005
O -0.18304 -3.27113 -0.80557
H -0.15202 -2.50856 -0.22785
H 0.61038 -3.20235 -1.33658
O -0.25946 2.84821 -2.29037
H 0.26973 3.63684 -2.40971
H 0.06362 2.46341 -1.47563



No. 3
Density functional theory data (ωB97M-V/def2-TZVPD) for a 2-piece molecular cluster, C8H10FN3O2S overall.

```
25
C8H10FN3O2S ωB97M-V/def2-TZVPD
C -2.06240 0.63462 0.86555
C -1.43486 0.25076 -0.26855
C -2.21849 2.24311 -0.95202
C -0.66931 -2.02824 0.39393
C -0.73368 -0.94766 -0.62639
C 2.81398 -0.90489 0.04987
C 2.18971 -0.64016 2.49502
C 2.16736 -0.26357 1.17796
N -1.55552 1.17764 -1.30972
N 0.00875 -1.03477 -1.72100
N -2.28201 3.40122 -1.59727
O -1.23236 -2.02404 1.43651
O 0.71532 -1.99603 -2.06243
F 1.25235 0.69606 0.81693
S -2.80657 2.11587 0.75503
H -2.30430 0.06412 1.74063
H 0.12177 -2.82225 0.25744
H 2.95049 -0.13498 -0.68731
H 3.76938 -1.44780 0.24628
H 2.16795 -1.58887 -0.32762
H 2.85690 -1.49921 2.56918
H -0.15788 -0.39512 -2.43926
H 1.62203 -0.10960 3.32231
H -2.13229 3.21372 -2.66670
H -3.04631 4.04004 -1.46840
```



No. 4
8
Properties=species:S:1:pos:R:3 method="wB97M-V/def2-TZVPD" total_charge=-1 relative_energy_kcal_mol=72.8
C 1.74567 -0.20102 -0.15817
O -1.30829 1.18437 -0.96829
O -1.73136 0.76804 1.39895
S -2.06761 -1.61452 -0.10215
S -1.25060 0.26534 0.12942
H 1.70490 0.92850 0.17194
H 1.63873 -0.88775 0.66886
H 1.26857 -0.44296 -1.14057



No. 5
15
Properties=species:S:1:pos:R:3 method="wB97M-V/def2-TZVPD" total_charge=+1 smiles="C[NH+]=C=[NH+]CN[S-]" relative_energy_kcal_mol=90.4
C -0.07522 -0.13792 -0.54872
C 2.14130 1.01907 -0.63459
C -2.01777 -1.63098 -0.15046
N 0.76581 0.83480 -0.24725
N 3.07492 0.51259 0.40092
N -1.33400 -0.31808 -0.16611
S 3.09718 -1.04374 0.47569
H 2.36727 0.39645 -1.50144
H 2.33344 2.04083 -0.76021
H -1.71735 -2.36484 -0.95708
H -3.13813 -1.61848 -0.09513
H -1.61997 -2.01777 0.83929
H 0.34714 1.66590 0.19315
H 3.37485 1.17184 1.14974
H -1.55921 0.33188 0.56781



No. 6
77
Properties=species:S:1:pos:R:3 method="wB97M-V/def2-TZVPD" total_charge=+2 relative_energy_kcal_mol=48.9
Pt 0.16751 0.56283 -0.43577
S -1.65387 0.31120 6.30231
C -3.28957 0.73033 6.53227
C -3.85764 1.21634 5.39307
C -2.94777 1.24577 4.30906
C -1.70265 0.78571 4.64880
C -0.52857 0.67021 3.78725
C -0.70348 0.72262 2.38985
N 0.30862 0.62436 1.54052
C 1.57222 0.45244 2.02097
C 1.83795 0.40784 3.38764
C 3.20704 0.27131 3.81080
C 4.21235 0.19009 2.91325
C 3.94745 0.21473 1.49947
C 4.93986 0.13741 0.51679
C 4.59860 0.16476 -0.82420
C 3.23020 0.24415 -1.13850
N 2.27153 0.31136 -0.23534
C 2.62055 0.32116 1.07478
C 5.59645 0.10495 -1.89363
C 6.95772 0.07624 -1.77504
C 7.62693 0.02547 -3.02406
C 6.76627 0.01698 -4.07566
S 5.13929 0.07283 -3.55831
C 0.75628 0.51676 4.27059
H -3.74759 0.59895 7.49920
H -4.88238 1.55070 5.33469
H -3.20706 1.61766 3.32676
H -1.68139 0.85744 1.95434
H 3.41478 0.24630 4.87249
H 5.23889 0.10197 3.24366
H 5.97523 0.05795 0.82092
H 2.92094 0.25048 -2.17516
H 7.47863 0.09311 -0.82896
H 8.70028 -0.00069 -3.13295
H 6.99673 -0.01509 -5.12785
H 0.94222 0.49494 5.33795
C -2.25173 2.84115 -3.35957
N -2.90742 1.71018 -2.71166
C -3.91033 0.93274 -3.27284
C -4.40818 0.17297 -2.26675
N -3.73750 0.47939 -1.10932
B -4.23672 0.05059 0.32053
N -3.34445 -1.03193 1.04148
C -3.70917 -1.40440 2.32049
C -2.77366 -2.24727 2.80467
N -1.82866 -2.39384 1.81315
C -0.63785 -3.22083 1.89232
C -2.20303 -1.65807 0.73930
S -1.31166 -1.64071 -0.72832
C -2.81613 1.40829 -1.38884
S -1.65932 2.11848 -0.32295
H -2.29974 2.70678 -4.43923
H -1.22017 2.91674 -3.02322
H -2.75478 3.77115 -3.10066
H -4.22873 1.05488 -4.29453
H -5.21636 -0.53683 -2.26949
H -5.33395 -0.41515 0.17680
H -4.22414 1.03556 1.01410
H -4.60729 -1.02803 2.77657
H -2.69193 -2.74258 3.75575
H -0.48001 -3.49407 2.93238
H 0.22079 -2.66346 1.52188
H -0.75399 -4.12223 1.29281
N -1.37994 -1.05730 -4.76982
C 0.12567 -1.05161 -4.58052
C 0.43307 -0.86897 -3.10798
N 0.06715 0.44665 -2.55905
H -1.63919 -1.27765 -5.73407
H -1.80163 -0.15477 -4.53307
H -1.81523 -1.75529 -4.15406
H 0.54252 -0.27524 -5.22089
H 0.48207 -2.02145 -4.92192
H 1.49742 -1.03113 -2.94648
H -0.07618 -1.65107 -2.55498
H -0.92998 0.65032 -2.60146
H 0.59778 1.19642 -2.99255



No. 7
83
Properties=species:S:1:pos:R:3 method="wB97M-V/def2-TZVPD" smiles="COCCCCCCCCCCC[C@@H](O[C@@](N)(CCF)[PH2]=O)[C@](OCN(C(=O)F)C(=O)F)([PH2]=S)c1ccccc1"
C -1.95593 -3.40846 -3.64247
O -3.28556 -2.88436 -3.41928
C -3.27201 -1.64027 -2.67253
C -4.33083 -0.60910 -3.37023
C -3.87644 0.93218 -3.27473
C -4.50851 1.71353 -1.98020
C -3.24083 2.26033 -1.13347
C -3.59643 3.44933 -0.10437
C -2.41333 3.53920 1.01448
C -1.12706 4.31362 0.42899
C 0.22121 4.08287 1.27317
C 0.68069 2.53058 1.39129
C 0.38768 1.65243 0.07889
C 1.06240 0.20030 0.03145
O 2.45332 0.32124 -0.33433
C 2.78310 -0.32306 -1.57865
N 2.58357 -1.80253 -1.60036
C 2.16676 0.43739 -2.89636
C 1.29544 -0.52125 -3.84217
F 2.08338 -1.44220 -4.62926
P 4.68952 -0.08552 -1.76657
O 5.03934 1.42465 -1.76991
C 0.77831 -0.74832 1.32764
O 0.86144 -2.09956 0.83401
C 1.63488 -3.00742 1.60811
N 0.96715 -3.46623 2.90994
C 0.42443 -4.83313 2.68198
O -0.59657 -5.05453 1.99440
F 1.06061 -5.95571 3.30629
C 2.02163 -3.67721 3.95873
O 1.76017 -3.42292 5.16289
F 3.31687 -4.20558 3.68878
P -1.11468 -0.48402 1.67274
S -1.97547 -2.01907 2.49397
C 1.63993 -0.38832 2.61648
C 3.21540 -0.19042 2.62528
C 4.04760 0.17177 3.88458
C 3.36852 0.35001 5.29170
C 1.82967 0.13146 5.33694
C 0.98040 -0.23277 4.04939
H -1.93108 -3.95490 -4.66694
H -1.65809 -4.21125 -2.86060
H -1.12754 -2.61895 -3.67751
H -2.23523 -1.17722 -2.52284
H -3.69641 -1.88905 -1.62144
H -5.39132 -0.81701 -2.98203
H -4.33084 -0.90191 -4.48991
H -4.17379 1.50570 -4.22945
H -2.73071 0.93799 -3.17695
H -5.23407 2.54555 -2.29216
H -5.05852 0.89689 -1.37028
H -2.85125 1.36556 -0.52180
H -2.38458 2.58221 -1.83028
H -4.55032 3.12810 0.46577
H -3.74967 4.45259 -0.65451
H -2.82113 4.12740 1.91062
H -2.09222 2.49802 1.36637
H -1.34114 5.45423 0.46367
H -0.92247 3.95211 -0.64704
H 1.10703 4.71469 0.86800
H 0.05349 4.45344 2.36192
H 0.29301 2.07296 2.37478
H 1.83673 2.56129 1.51099
H 0.85638 2.24976 -0.80282
H -0.74900 1.65989 -0.15929
H 0.53796 -0.36412 -0.84315
H 1.59185 -2.07711 -1.60012
H 3.07326 -2.16801 -2.43442
H 1.51871 1.34077 -2.63223
H 3.03141 0.84634 -3.55563
H 0.52078 -1.04993 -3.17048
H 0.70531 0.16111 -4.56950
H 5.35137 -0.73453 -0.65315
H 5.09989 -0.70428 -2.99803
H 2.74210 -2.72085 1.76669
H 1.69609 -3.98483 0.97981
H -1.33031 0.65163 2.53052
H -1.79240 -0.26214 0.40454
H 3.82084 -0.31902 1.64731
H 5.17473 0.32863 3.80556
H 3.93070 0.60727 6.25018
H 1.28713 0.22927 6.35389
H -0.13648 -0.37724 4.25471



No. 8
26
Properties=species:S:1:pos:R:3 method="wB97M-V/def2-TZVPD" total_charge=+1 relative_energy_kcal_mol=133.2
Sn -0.81348 -0.59320 3.80168
N -1.40182 3.09520 1.77057
S -1.94820 3.34714 0.44500
O -1.42486 2.44631 -0.51121
O -2.46017 4.61947 -0.03556
F -3.33378 2.58122 0.84998
S -0.07792 4.17250 1.49140
O -0.41677 5.53513 1.19700
O 1.15543 3.53754 0.99239
F 0.41220 4.32276 3.05809
C -2.12900 -2.36590 -1.33925
O -1.52832 -2.10122 -0.27793
N -2.06766 -3.52762 -1.89891
N -2.84988 -1.46273 -1.93080
H -2.62220 -3.57074 -2.74196
H -1.44611 -4.24194 -1.54745
H -2.55193 -0.49793 -1.90891
H -3.34565 -1.58741 -2.80187
C 3.40093 -1.67574 0.63075
O 2.93142 -1.56338 1.73986
N 4.52173 -1.17144 0.22830
N 2.86685 -2.42569 -0.29916
H 5.08116 -1.28026 -0.60554
H 5.02381 -0.83863 1.03902
H 3.09893 -1.98747 -1.17905
H 1.92520 -2.76594 -0.16646



No. 9
84
Properties=species:S:1:pos:R:3 method="wB97M-V/def2-TZVPD" smiles="O=C1c2ccccc2C(=O)N1C[C@H]1CO1.CC(C)=O.CC(C)=O.CC(C)=O.CC(C)=O.CC(C)=O.CC(C)=O"
O 3.73740 2.16715 5.14325
C 3.52096 1.86825 3.94327
C 2.27095 2.16433 2.99746
C 1.14315 3.21020 3.08971
C 0.06151 3.18392 1.97647
C 0.13092 2.12043 0.84446
C 1.28808 1.06075 0.72560
C 2.36239 1.11768 1.82706
C 3.69080 0.25847 2.06877
O 4.02582 -0.84816 1.56293
N 4.37999 1.07323 3.06682
C 5.74812 1.55802 2.77448
C 5.63723 2.71603 1.50423
C 6.81176 2.54363 0.31622
O 5.27830 2.16093 0.14485
H 1.17610 3.95212 3.95449
H -0.77014 3.95574 2.01591
H -0.69431 2.13357 0.06494
H 1.35700 0.28781 -0.10389
H 6.13260 2.23362 3.60585
H 6.47941 0.76659 2.41319
H 5.30411 3.83038 1.79814
H 7.45522 1.74308 0.78296
H 7.07912 3.59188 -0.00073
C -2.24423 -1.58736 3.18783
C -1.02560 -1.55438 2.30547
O -0.96476 -0.81307 1.34112
C 0.11504 -2.47201 2.65917
H -2.98230 -0.87430 2.80998
H -2.68417 -2.58756 3.17623
H -1.97327 -1.30470 4.20764
H -0.21946 -3.51118 2.62440
H 0.49225 -2.22899 3.65486
H 0.92399 -2.34004 1.93668
C -1.99824 -1.66949 -3.06523
C -0.74520 -1.56337 -2.23782
O -0.06808 -0.54927 -2.24100
C -0.36065 -2.75735 -1.40664
H -2.15115 -0.73618 -3.61141
H -1.90008 -2.48456 -3.78516
H -2.85822 -1.83944 -2.41611
H -0.18935 -3.62051 -2.05239
H -1.14892 -2.97538 -0.68350
H 0.56168 -2.53760 -0.86384
C -5.35284 -1.12152 -5.88768
C -5.77339 -1.16737 -4.44287
O -4.95369 -1.27263 -3.54929
C -7.24708 -1.07818 -4.14646
H -4.26500 -1.19554 -5.95049
H -5.79285 -1.96138 -6.42986
H -5.66577 -0.17620 -6.33610
H -7.77122 -1.91601 -4.61126
H -7.64416 -0.13090 -4.51745
H -7.40233 -1.12381 -3.06633
C -5.01183 0.34993 0.36438
C -5.44750 0.31405 1.80525
O -4.63677 0.21154 2.70757
C -6.92372 0.40947 2.08683
H -3.92318 0.27209 0.31316
H -5.44871 -0.49178 -0.17770
H -5.31720 1.29366 -0.09285
H -7.44583 -0.42952 1.62188
H -7.31413 1.35578 1.70636
H -7.08965 0.37073 3.16561
C 8.62087 5.81625 2.47040
C 9.50104 5.16685 1.43563
O 9.34981 4.00148 1.11899
C 10.57530 6.01488 0.80821
H 7.89347 5.08776 2.83550
H 9.22670 6.15810 3.31228
H 8.08232 6.65621 2.02617
H 11.26799 6.36558 1.57617
H 10.12361 6.86355 0.29006
H 11.13055 5.41684 0.08251
C -4.59571 -4.90425 -3.21342
C -3.26068 -5.58326 -3.05650
O -2.28550 -4.97434 -2.65842
C -3.17954 -7.04436 -3.41153
H -4.50524 -3.85529 -2.92189
H -4.91623 -4.95121 -4.25667
H -5.33498 -5.38445 -2.56846
H -3.43724 -7.18630 -4.46327
H -3.85576 -7.61950 -2.77539
H -2.15969 -7.39990 -3.24984



| no. | E (eV) | strongest force on any atom (eV/A) |
| --- | --- | --- |
| 1 | -9372.1114 | 1.3 |
| 2 | -49247.0166 | 3.1 |
| 3 | -30572.3042 | 4.9 |
| 4 | -26849.7401 | 2.9 |
| 5 | -18535.5876 | 3.5 |
| 6 | -90820.9999 | 0.8 |
| 7 | -80478.3677 | 6.3 |
| 8 | -54860.6976 | 12.7 |
| 9 | -50712.4306 | 6.3 |